(1)
72
Properties=species:S:1:pos:R:3:lowdin_spin:R:1 method="wB97M-V/def2-TZVPD" homo_ev="-10.543 / -10.543" relative_energy_kcal_mol=31.0 max_force_ev_per_a=4.196 total_charge=+1 spin_multiplicity=5 s_squared=6.008 lumo_ev="-2.74 / -5.61" total_energy_ha=-3189.8429
Ir 2.076 -1.850 0.637 2.904
O 5.269 -1.411 0.323 0.001
S 4.703 -1.493 -1.035 0.023
O 5.451 -2.344 -1.939 0.021
O 3.245 -1.904 -0.993 0.231
C 4.676 0.102 -1.772 0.005
C 5.613 0.345 -2.727 0.003
C 5.622 1.549 -3.449 0.000
C 4.712 2.497 -3.272 0.002
C 3.752 2.323 -2.187 0.001
C 3.780 1.159 -1.509 0.004
S 2.338 1.158 -0.431 0.016
O 2.620 0.240 0.756 0.224
O 1.989 2.443 0.095 0.021
O 1.387 0.519 -1.330 0.012
H 6.302 -0.520 -2.983 0.000
H 6.399 1.666 -4.223 0.000
H 4.708 3.426 -3.891 0.000
H 3.038 3.060 -1.884 0.000
C -5.592 -0.440 1.143 0.000
C -4.839 -0.807 -0.155 0.000
C -5.729 -0.674 -1.431 0.000
C -4.494 -2.289 -0.029 0.000
C -3.501 0.016 -0.285 0.000
O -2.752 0.077 0.918 0.000
C -3.869 1.520 -0.628 0.000
C -2.603 2.441 -0.744 0.000
C -2.128 3.079 0.567 0.000
C -0.763 3.083 0.817 0.000
C -0.298 3.510 2.054 0.000
C -1.261 4.042 2.992 0.000
Cl -0.792 4.499 4.608 0.000
C -2.612 4.044 2.689 0.000
C -3.028 3.535 1.454 0.000
C -2.641 -0.538 -1.459 0.002
N -1.588 -1.460 -0.914 0.013
C -0.745 -1.249 0.033 0.038
N 0.158 -2.256 0.064 0.138
C -0.210 -3.077 -0.986 0.021
N -1.231 -2.673 -1.577 0.015
H -6.513 -1.078 1.204 0.000
H -5.885 0.582 1.219 0.000
H -4.997 -0.622 2.021 0.000
H -6.462 -1.520 -1.308 0.000
H -5.188 -0.956 -2.328 0.000
H -6.206 0.295 -1.507 0.000
H -5.377 -2.870 0.212 0.000
H -3.823 -2.397 0.813 0.000
H -3.911 -2.718 -0.893 0.000
H -3.261 0.357 1.635 0.000
H -4.560 1.696 0.153 0.000
H -4.440 1.570 -1.553 0.000
H -2.802 3.221 -1.444 0.000
H -1.756 1.888 -1.257 0.000
H -0.016 2.701 0.126 0.000
H 0.740 3.448 2.165 0.000
H -3.448 4.348 3.391 0.000
H -4.062 3.587 1.107 0.000
H -2.179 0.278 -2.014 0.000
H -3.190 -1.192 -2.095 0.000
H -0.729 -0.465 0.757 0.004
H 0.201 -4.051 -1.233 0.002
N 5.656 -2.323 2.840 0.003
C 5.433 -3.685 2.272 0.005
C 4.011 -3.763 1.798 0.022
O 3.478 -4.684 1.247 0.028
O 3.251 -2.610 2.081 0.239
H 5.024 -2.194 3.611 0.000
H 5.525 -1.711 2.008 0.000
H 6.597 -2.170 3.257 0.000
H 5.658 -4.521 3.046 0.000
H 6.074 -3.792 1.355 0.000



(2)
66
Properties=species:S:1:pos:R:3:nbo_charge:R:1 method="wB97M-V/def2-TZVPD" homo_ev=-7.668 relative_energy_kcal_mol=22.0 max_force_ev_per_a=2.187 lumo_ev=0.03 total_energy_ha=-2228.6930
Cs 2.448 -0.704 0.238 0.941
O 2.721 -0.945 2.706 -0.829
C 1.586 -0.433 2.953 0.536
N 1.277 0.807 3.194 -0.629
C 2.403 1.681 3.444 -0.278
C 3.156 2.258 2.264 0.242
C 4.432 2.789 2.481 -0.249
C 5.112 3.385 1.441 -0.158
C 4.511 3.438 0.188 -0.279
C 3.256 2.880 0.054 0.037
N 2.586 2.306 1.060 -0.506
C 0.386 -1.360 2.921 0.174
C -0.191 -1.789 4.113 -0.237
C -1.285 -2.630 4.066 -0.165
C -1.783 -3.011 2.827 -0.275
C -1.151 -2.535 1.692 0.033
N -0.085 -1.731 1.727 -0.484
H 3.149 1.191 4.082 0.200
H 2.023 2.545 4.002 0.207
H 4.872 2.720 3.467 0.220
H 6.101 3.798 1.595 0.217
H 5.005 3.889 -0.661 0.222
H 2.757 2.874 -0.910 0.197
H 0.222 -1.446 5.053 0.226
H -1.749 -2.981 4.979 0.214
H -2.644 -3.660 2.739 0.217
H -1.526 -2.791 0.706 0.208
C 3.410 -3.229 -3.552 -0.263
O 2.927 -1.974 -3.067 -0.531
C 1.835 -1.429 -3.636 0.037
S 1.007 -2.209 -4.863 -0.311
S 1.417 0.077 -2.955 -0.347
H 4.298 -3.439 -2.961 0.191
H 3.658 -3.163 -4.610 0.201
H 2.661 -4.008 -3.415 0.196
N -1.606 -0.309 -3.642 -0.595
C -2.249 -1.616 -3.956 -0.242
C -2.062 -2.549 -2.771 -0.248
N -2.569 -2.000 -1.524 -0.617
C -1.988 -0.695 -1.234 -0.267
C -2.119 0.304 -2.377 -0.245
H -1.720 0.333 -4.423 0.420
H -0.548 -0.391 -3.539 0.472
H -1.774 -2.004 -4.853 0.249
H -3.309 -1.427 -4.143 0.194
H -0.992 -2.748 -2.656 0.220
H -2.551 -3.499 -2.984 0.218
H -3.581 -1.951 -1.529 0.356
H -0.929 -0.830 -1.005 0.219
H -2.454 -0.272 -0.346 0.252
H -1.524 1.192 -2.170 0.248
H -3.160 0.586 -2.542 0.203
N -0.326 2.278 -0.041 -0.862
C -1.583 2.098 0.535 0.254
C -1.709 1.382 1.729 -0.309
C -2.967 1.063 2.212 -0.179
C -4.118 1.463 1.539 -0.276
C -3.992 2.215 0.380 -0.209
C -2.737 2.530 -0.122 -0.316
H -0.226 3.109 -0.603 0.370
H 0.472 2.130 0.568 0.420
H -0.812 1.068 2.258 0.269
H -3.046 0.491 3.128 0.215
H -5.097 1.212 1.926 0.210
H -4.876 2.560 -0.142 0.207
H -2.647 3.108 -1.036 0.197



(3)
61
Properties=species:S:1:pos:R:3:nbo_charge:R:1 method="wB97M-V/def2-TZVPD" smiles=c1ccc(CCN2CN(CCCN3CCOCC3)c3nc4ccccc4n3C2)cc1 homo_ev=-7.491 relative_energy_kcal_mol=20.8 max_force_ev_per_a=0.672 lumo_ev=0.67 total_energy_ha=-1282.1679
C 0.854 0.917 -5.276 -0.218
C 1.873 -0.012 -5.397 -0.228
C 1.785 -1.229 -4.744 -0.179
C 0.677 -1.541 -3.965 -0.037
C -0.348 -0.606 -3.866 -0.231
C -0.257 0.615 -4.507 -0.175
H -1.055 1.334 -4.405 0.220
H -1.230 -0.831 -3.284 0.213
C 0.580 -2.878 -3.274 -0.441
H 1.514 -3.430 -3.394 0.218
H -0.212 -3.453 -3.762 0.228
C 0.239 -2.808 -1.783 -0.217
N 1.406 -2.565 -0.934 -0.434
C 2.095 -1.322 -1.194 -0.051
N 1.292 -0.208 -0.751 -0.425
C 0.297 -0.350 0.188 0.588
N -0.452 0.714 0.327 -0.566
C 0.053 1.626 -0.572 0.104
C -0.351 2.922 -0.852 -0.223
C 0.347 3.618 -1.822 -0.232
C 1.425 3.052 -2.497 -0.233
C 1.847 1.761 -2.229 -0.260
C 1.146 1.061 -1.270 0.166
H 2.684 1.322 -2.752 0.217
H 1.945 3.633 -3.245 0.210
H 0.052 4.629 -2.061 0.210
H -1.182 3.363 -0.325 0.217
N 0.163 -1.525 0.843 -0.460
C -0.867 -1.722 1.834 -0.208
H -1.573 -0.896 1.737 0.252
C -0.309 -1.725 3.260 -0.407
H -1.072 -2.116 3.934 0.206
H 0.566 -2.376 3.318 0.195
C 0.063 -0.303 3.688 -0.217
N -1.144 0.486 3.858 -0.461
C -1.058 1.834 3.326 -0.272
C -2.437 2.485 3.416 -0.072
O -2.921 2.507 4.741 -0.526
C -2.985 1.202 5.261 -0.071
C -1.616 0.520 5.227 -0.245
H -1.710 -0.502 5.603 0.198
H -0.921 1.075 5.884 0.166
H -3.346 1.296 6.287 0.190
H -3.696 0.601 4.674 0.162
H -2.396 3.525 3.089 0.191
H -3.135 1.927 2.775 0.165
H -0.761 1.771 2.277 0.252
H -0.330 2.450 3.885 0.159
H 0.675 0.147 2.904 0.204
H 0.663 -0.330 4.611 0.179
H -1.375 -2.670 1.625 0.188
C 1.054 -2.610 0.467 -0.037
H 0.552 -3.557 0.687 0.203
H 1.988 -2.568 1.047 0.186
H 2.302 -1.215 -2.259 0.227
H 3.050 -1.342 -0.648 0.192
H -0.547 -2.059 -1.616 0.183
H -0.154 -3.780 -1.471 0.205
H 2.587 -1.948 -4.841 0.201
H 2.742 0.212 -5.999 0.213
H 0.924 1.870 -5.777 0.216